This record from the OMol25 dataset describes C37H44IrNO2P2Si2 as an isolated structure in a non-equilibrium geometry. The level of theory is ωB97M-V with the def2-TZVPD basis set.

The total charge is +2. Its spin multiplicity is 5. The highest occupied orbital energy (alpha / beta) comes out at -0.5030 / -0.5246 hartree. The lowest unoccupied orbital energy (alpha / beta) is -4.7 / -7.7 eV. As for the expectation value of S²: 6.008.

Cartesian coordinates (Å):
Ir 0.201 -0.822 -0.796
P 1.977 1.069 1.121
P -1.024 1.028 1.593
Si -2.158 -2.805 -1.392
Si 1.024 -3.555 -2.220
O 1.942 -0.125 0.112
O -0.838 0.816 0.111
N 0.125 -0.217 -2.990
C 0.648 0.736 2.327
C 0.180 0.772 -3.867
C 0.825 -4.925 -0.975
C -4.360 -0.977 2.610
C 5.406 2.336 2.962
C 5.717 1.170 3.632
C 3.861 -0.076 2.780
C 4.999 -0.013 3.588
C -1.917 3.422 0.792
C -1.378 3.331 3.164
C 3.507 1.089 2.073
C 1.445 5.052 0.492
C -3.452 -0.086 2.010
C 1.067 -4.222 -3.939
C 2.197 2.788 -0.981
C -1.716 -1.223 3.141
C 1.770 2.627 0.342
C -3.950 -2.054 3.390
C -1.767 4.649 3.308
C -0.418 -2.310 -2.088
C -2.742 -4.287 -2.353
C -2.068 -3.239 0.459
C -3.325 -1.364 -1.668
C -0.513 -1.426 -3.285
C -0.267 0.523 -5.168
C -1.120 -1.669 -4.510
C 4.306 2.251 2.117
C -2.581 -2.163 3.666
C -2.260 5.356 2.185
C 2.205 4.020 -1.599
C -0.938 -0.647 -5.454
C 1.372 3.779 1.069
C 2.534 -2.493 -2.258
C -2.309 4.767 0.943
C 1.808 5.147 -0.845
C -1.531 2.698 1.882
C -2.134 -0.154 2.308
H 0.735 -0.332 2.545
H 1.823 6.127 -1.279
H 3.007 -2.203 -1.310
H -2.150 -2.965 4.227
H 3.212 -0.952 2.696
H 2.192 -1.602 -2.817
H 6.564 1.283 4.269
H 4.045 3.087 1.458
H -4.258 -1.584 -1.138
H 0.830 1.229 3.275
H -4.628 -2.738 3.834
H 1.633 -5.640 -1.150
H -1.151 -3.734 0.749
H 2.528 1.902 -1.535
H -1.799 5.092 4.334
H 1.829 -4.961 -3.978
H -3.540 -0.984 -2.698
H 3.290 -3.020 -2.849
H -1.680 -2.588 -4.709
H -3.815 0.720 1.387
H 0.621 1.727 -3.591
H -3.784 -4.530 -2.133
H -2.588 5.406 0.111
H -5.433 -0.745 2.523
H -0.106 -5.468 -1.087
H 1.244 5.976 1.106
H -2.809 -0.574 -1.073
H 2.566 4.116 -2.633
H -0.685 -1.309 3.494
H -2.946 -3.887 0.751
H -0.196 1.282 -5.950
H -2.743 -4.043 -3.431
H -1.252 -0.741 -6.472
H -2.472 6.411 2.235
H 6.002 3.218 3.054
H 0.107 -4.623 -4.285
H -2.108 -5.146 -2.312
H -0.958 2.722 3.937
H 1.202 3.690 2.131
H -1.924 2.951 -0.182
H 0.894 -4.609 0.073
H -2.173 -2.338 1.027
H 1.245 -3.335 -4.592
H 5.273 -0.863 4.200



This record from the OMol25 dataset describes C43H44GeN3OsP2 as an isolated structure. The level of theory is ωB97M-V with the def2-TZVPD basis set.

The total charge is +1. The highest occupied orbital energy comes out at -0.3439 hartree. The lowest unoccupied orbital energy is -2.6 eV. The relative energy (zero: lowest compared OMol25 entry of this formula, charge and spin) comes out at 0.0 kcal/mol.

Cartesian coordinates (Å):
Os -0.149 1.169 -0.230
Ge -0.511 -2.516 -0.012
P -0.514 3.615 -0.003
P -2.490 1.247 -0.329
N 1.837 1.680 -0.083
N 0.324 1.473 -2.252
N 0.186 0.953 1.868
C -0.434 1.282 -3.313
C 3.829 -4.122 1.068
C 2.827 -5.027 0.742
C -2.969 2.893 -0.996
C 2.425 1.479 1.143
C -2.915 -3.100 1.663
C 1.007 0.728 4.527
C 1.963 0.995 3.524
C 1.509 1.149 2.197
C 1.261 2.009 -4.819
C 4.216 1.308 2.783
C 1.276 -3.208 0.386
C 3.561 -2.761 1.053
C -0.092 -0.697 -0.643
C -0.946 -2.393 2.824
C -0.301 0.566 4.180
C -3.586 -3.226 2.873
C -0.737 -4.544 -3.679
C -2.086 -4.578 -4.000
C 4.141 3.002 -2.719
C -3.531 1.187 1.172
C -1.239 -3.423 -1.588
C -1.592 -2.664 1.617
C 0.017 4.399 1.549
C -2.314 3.982 -0.142
C 2.107 2.226 -3.710
C 3.342 1.093 3.809
C 2.293 -2.310 0.712
C 3.403 2.767 -3.844
C -3.013 -4.035 -3.123
C -3.405 0.049 -1.348
C -0.661 0.653 2.829
C -0.320 -3.970 -2.486
C -2.934 -2.937 4.063
C -1.607 -2.530 4.037
C 1.614 1.909 -2.427
C -2.591 -3.461 -1.932
C 2.429 2.077 -1.258
C 0.223 4.689 -1.276
C 3.773 1.501 1.464
C -0.001 1.529 -4.622
C 1.560 -4.573 0.407
C 3.668 2.671 -1.439
H -0.678 1.345 -5.444
H 4.816 -4.479 1.332
H 3.778 3.008 -4.829
H -3.177 1.874 1.940
H 4.337 -2.048 1.303
H -2.413 -5.029 -4.928
H -3.340 -3.042 -1.274
H 3.681 0.968 4.828
H 2.099 -1.242 0.692
H 0.738 -3.955 -2.250
H -4.068 -4.061 -3.363
H 1.335 0.637 5.555
H -3.463 -0.879 -0.778
H -2.898 -0.178 -2.283
H 1.629 2.231 -5.813
H -0.175 4.423 -2.257
H -4.417 0.399 -1.552
H -2.475 4.978 -0.557
H 0.100 -2.102 2.821
H -2.740 3.981 0.864
H -4.612 -3.571 2.887
H -0.290 5.445 1.595
H 5.121 3.454 -2.800
H -0.405 3.862 2.399
H -4.056 2.992 -1.017
H -4.555 1.458 0.908
H 0.254 -0.930 -1.669
H -2.610 2.947 -2.028
H 0.787 -5.293 0.158
H 1.305 4.554 -1.298
H 4.289 2.925 -0.597
H 0.000 5.738 -1.075
H -3.452 -3.048 5.007
H 1.105 4.345 1.619
H -3.435 -3.377 0.755
H -1.673 0.443 2.533
H 5.280 1.342 2.975
H -3.540 0.173 1.578
H 3.033 -6.090 0.753
H -1.437 0.928 -3.128
H -1.066 0.334 4.908
H 4.521 1.633 0.702
H -1.080 -2.336 4.963
H -0.006 -4.967 -4.356



This record from the OMol25 dataset describes C10H21IrNO6 as an isolated structure in a non-equilibrium geometry. The level of theory is ωB97M-V with the def2-TZVPD basis set.

The total charge is +4. Its spin multiplicity is 6. The highest occupied orbital energy (alpha / beta) comes out at -0.8791 / -0.8740 hartree. The lowest unoccupied orbital energy (alpha / beta) is -13.8 / -19.1 eV. As for the expectation value of S²: 8.762.

Cartesian coordinates (Å):
Ir -0.572 -0.731 -0.155
O 0.957 -0.332 -1.943
O 1.194 0.552 0.408
O -1.213 0.958 -1.580
O -1.148 1.522 0.874
O -0.496 -2.915 -0.322
O -2.234 -2.119 0.646
N -3.375 -4.723 1.136
C 2.308 -0.012 -1.594
C -2.114 -4.561 0.355
C 0.399 0.213 -3.143
C -2.382 1.693 -1.196
C -1.611 -3.143 0.244
C -0.098 2.134 1.601
C 1.055 1.136 1.723
C -2.126 2.282 0.215
C -1.095 0.426 -2.924
C 2.435 -0.011 -0.074
H -4.097 -4.048 0.861
H -1.652 -0.512 -3.004
H 2.595 -1.016 0.326
H -2.263 -4.930 -0.665
H 0.534 -0.478 -3.981
H -1.485 1.124 -3.667
H -0.451 2.437 2.613
H -3.232 -4.634 2.148
H -3.280 1.069 -1.248
H 0.865 0.359 2.470
H 0.207 3.063 1.095
H -1.859 3.344 0.200
H 1.957 1.675 2.022
H 2.591 0.955 -2.019
H 0.905 1.143 -3.412
H 3.000 -0.748 -2.015
H -1.321 -5.177 0.787
H -2.551 2.539 -1.874
H -3.075 2.210 0.802
H -3.768 -5.662 0.980
H 3.287 0.598 0.235



This record from the OMol25 dataset describes C23H30NO8Rh as an isolated structure in a non-equilibrium geometry. The level of theory is ωB97M-V with the def2-TZVPD basis set.

The total charge is -2. Its spin multiplicity is 5. The highest occupied orbital energy (alpha / beta) comes out at 0.0702 / -0.0855 hartree. The lowest unoccupied orbital energy (alpha / beta) is 4.6 / 4.4 eV. As for the expectation value of S²: 6.035.

Cartesian coordinates (Å):
Rh -0.007 -0.444 3.304
O -1.566 1.756 -0.245
O 0.307 0.589 6.298
O 1.703 -0.516 -5.587
O 2.428 -1.108 -3.532
O -0.344 1.074 8.330
O -1.164 0.025 -5.769
O -1.247 -1.981 -4.696
O 0.198 -1.009 7.842
N 0.054 0.198 7.550
C -1.955 -0.956 3.131
C 1.924 -0.226 5.391
C -1.475 3.763 -1.602
C 0.612 2.548 -0.944
C 2.108 0.182 3.115
C 0.181 -0.248 -3.768
C 1.581 -1.453 4.716
C -1.410 -1.407 5.373
C -0.860 2.391 -1.347
C -0.808 -0.706 -4.864
C -1.456 0.328 -0.433
C -1.062 1.458 -2.595
C -0.640 -3.109 -5.371
C 2.994 -0.903 -6.061
C 1.557 -0.670 -4.261
C -1.957 -0.112 5.319
C -2.231 0.219 3.953
C 1.813 -1.274 3.297
C 2.161 0.783 4.395
C -1.340 0.058 -1.937
C -0.194 -0.840 -2.393
C 0.091 1.277 -3.586
C -1.340 -1.953 4.032
H -0.583 -0.057 0.138
H -2.242 -1.121 2.097
H -1.057 -2.966 3.743
H 0.654 3.054 0.030
H -1.967 1.773 -3.145
H -2.556 3.681 -1.769
H 0.674 -0.736 -1.726
H -0.318 -3.814 -4.595
H -2.290 -0.351 -2.321
H 2.385 1.823 4.616
H -1.133 -1.942 6.275
H 3.786 -0.430 -5.470
H 3.039 -0.580 -7.100
H 1.164 3.160 -1.667
H 2.398 0.588 2.147
H -1.425 -3.550 -5.990
H -0.479 -1.898 -2.464
H -0.090 1.747 -4.560
H 0.215 -2.807 -5.993
H 2.281 -0.213 6.409
H 1.108 1.574 -0.835
H -1.294 4.424 -0.747
H 1.036 1.642 -3.162
H -1.017 4.212 -2.493
H 1.435 -2.409 5.223
H -2.775 1.105 3.627
H -2.249 0.507 6.159
H -2.358 -0.134 -0.007
H 3.106 -1.991 -5.987
H 1.902 -2.029 2.514



Please write out number 4 again, unchanged.
This record from the OMol25 dataset describes C23H30NO8Rh as an isolated structure in a non-equilibrium geometry. The level of theory is ωB97M-V with the def2-TZVPD basis set.

The total charge is -2. Its spin multiplicity is 5. The highest occupied orbital energy (alpha / beta) comes out at 0.0702 / -0.0855 hartree. The lowest unoccupied orbital energy (alpha / beta) is 4.6 / 4.4 eV. As for the expectation value of S²: 6.035.

Cartesian coordinates (Å):
Rh -0.007 -0.444 3.304
O -1.566 1.756 -0.245
O 0.307 0.589 6.298
O 1.703 -0.516 -5.587
O 2.428 -1.108 -3.532
O -0.344 1.074 8.330
O -1.164 0.025 -5.769
O -1.247 -1.981 -4.696
O 0.198 -1.009 7.842
N 0.054 0.198 7.550
C -1.955 -0.956 3.131
C 1.924 -0.226 5.391
C -1.475 3.763 -1.602
C 0.612 2.548 -0.944
C 2.108 0.182 3.115
C 0.181 -0.248 -3.768
C 1.581 -1.453 4.716
C -1.410 -1.407 5.373
C -0.860 2.391 -1.347
C -0.808 -0.706 -4.864
C -1.456 0.328 -0.433
C -1.062 1.458 -2.595
C -0.640 -3.109 -5.371
C 2.994 -0.903 -6.061
C 1.557 -0.670 -4.261
C -1.957 -0.112 5.319
C -2.231 0.219 3.953
C 1.813 -1.274 3.297
C 2.161 0.783 4.395
C -1.340 0.058 -1.937
C -0.194 -0.840 -2.393
C 0.091 1.277 -3.586
C -1.340 -1.953 4.032
H -0.583 -0.057 0.138
H -2.242 -1.121 2.097
H -1.057 -2.966 3.743
H 0.654 3.054 0.030
H -1.967 1.773 -3.145
H -2.556 3.681 -1.769
H 0.674 -0.736 -1.726
H -0.318 -3.814 -4.595
H -2.290 -0.351 -2.321
H 2.385 1.823 4.616
H -1.133 -1.942 6.275
H 3.786 -0.430 -5.470
H 3.039 -0.580 -7.100
H 1.164 3.160 -1.667
H 2.398 0.588 2.147
H -1.425 -3.550 -5.990
H -0.479 -1.898 -2.464
H -0.090 1.747 -4.560
H 0.215 -2.807 -5.993
H 2.281 -0.213 6.409
H 1.108 1.574 -0.835
H -1.294 4.424 -0.747
H 1.036 1.642 -3.162
H -1.017 4.212 -2.493
H 1.435 -2.409 5.223
H -2.775 1.105 3.627
H -2.249 0.507 6.159
H -2.358 -0.134 -0.007
H 3.106 -1.991 -5.987
H 1.902 -2.029 2.514